No. 1
Computed, not measured: an isolated ion of composition C16H31BFO and charge -1, with ωB97M-V with the def2-TZVPD basis set.

Geometry as XYZ:
```
50
Properties=species:S:1:pos:R:3:forces:R:3
C 2.0472 -0.4557 0.3732 -0.6281 0.4197 -0.1690
C 1.7478 -1.4540 -0.2705 0.4505 -1.5121 0.9033
C 1.4376 -2.9201 -0.7264 0.7861 1.5941 -0.7847
B 0.0842 -3.5606 -0.0327 -0.7625 0.3955 -0.0445
C 0.3108 -4.2420 1.4461 -0.1626 0.0467 0.7457
C 1.4047 -3.5572 2.3711 -0.2859 -0.5638 0.9339
C 0.9061 -2.3000 3.2010 0.7645 -0.3694 0.9028
F -0.4494 -1.9306 2.9796 1.2876 -0.1815 0.0638
C -1.1628 -2.4621 -0.0789 -0.4984 -0.1442 -1.1482
C -1.5246 -2.0293 -1.5791 -0.5900 1.1296 0.6334
C -2.3814 -0.6650 -1.6154 0.5328 -0.3080 -0.4991
C -1.5372 0.5783 -1.1032 0.6358 0.0489 -0.0663
C -1.1371 1.6070 -2.2741 0.5066 -0.4507 0.6931
C 0.4392 1.9140 -2.2602 -0.9614 -0.4753 0.9608
C 0.9036 2.6238 -0.9138 0.5317 0.3880 -1.1122
C 0.9993 4.2135 -1.0358 0.1134 -0.4710 1.4961
C 0.6490 4.7884 0.4217 0.4347 -0.9188 -1.6296
O -0.7809 4.6304 0.5719 1.0383 -0.1871 1.3651
C -1.1138 3.9333 1.7825 -0.6654 -0.1696 0.8099
H 2.0894 0.4988 0.9460 0.0639 -1.4957 -0.9591
H 1.2959 -2.8863 -1.8552 0.2799 -0.0847 1.3000
H 2.3167 -3.5946 -0.5145 -0.5268 0.9280 -0.2298
H -0.2781 -4.4567 -0.7715 0.0063 -0.3954 -0.3601
H 0.5275 -5.3589 1.3610 0.0523 1.3371 0.1440
H -0.6948 -4.1878 1.9837 1.2136 -0.1180 -0.4046
H 2.3567 -3.2595 1.8497 -1.0697 -0.3163 0.1399
H 1.7092 -4.3394 3.1454 -0.2055 1.0107 -0.7728
H 1.5926 -1.4083 3.0573 -1.1447 -0.8245 -0.2440
H 0.9858 -2.5502 4.3102 -0.3399 0.2895 -1.2388
H -0.9416 -1.5232 0.5040 -0.4305 -0.9244 -0.3336
H -2.0910 -2.9977 0.3095 0.9148 0.9175 -0.0995
H -0.6105 -1.8160 -2.2112 -0.7603 -0.3100 0.7146
H -2.1336 -2.8015 -2.1295 0.7057 0.4752 0.6570
H -2.6139 -0.4952 -2.7143 -0.1005 -0.0203 1.1997
H -3.3595 -0.7686 -1.0511 1.1380 0.0199 -0.5829
H -2.0554 1.1046 -0.2378 0.5411 -0.5153 -1.1326
H -0.5449 0.2082 -0.6850 -1.2998 0.2192 -0.3631
H -1.3340 1.0928 -3.2563 -0.1022 0.7469 0.8502
H -1.7596 2.5390 -2.1427 0.6980 -0.7900 -0.5190
H 0.6950 2.5217 -3.1762 0.0473 -0.6640 0.9653
H 0.9285 0.8889 -2.2617 -0.3969 1.2596 -0.3758
H 1.9580 2.2659 -0.6828 -1.3580 0.2972 -0.0524
H 0.2169 2.3299 -0.0741 0.6884 0.2396 -0.8553
H 2.0795 4.4660 -1.2381 -1.1429 -0.0133 -0.1678
H 0.3077 4.6225 -1.8267 0.7422 -0.2940 0.8985
H 1.2157 4.1095 1.1377 -0.6967 0.9927 -0.6139
H 0.9828 5.8573 0.5533 -0.5454 -0.9249 -0.0204
H -0.3484 4.0627 2.6076 -0.6756 -0.0034 -1.0016
H -2.0879 4.3418 2.1885 0.9796 -0.4125 -0.5917
H -1.2472 2.8222 1.6179 0.1965 1.1028 -0.0049
```
Positions in Å, forces in eV/Å.

Results
Net charge ... -1
DFT total energy ... -22532.903 eV
Relative energy (zero: lowest compared OMol25 entry of this formula, charge and spin) ... 0.0 kJ/mol

Atom charges from the natural (NBO) analysis, given in e for atoms 1 to 2: -0.402, 0.050

=====

No. 2
Computed, not measured: C29H30Br51F3INO8P2S as an isolated structure, with ωB97M-V with the def2-TZVPD basis set.

Geometry as XYZ:
```
126
Properties=species:S:1:pos:R:3:forces:R:3
O 5.7386 -4.6530 -2.3161 -7.2411 3.8815 3.4257
C 4.6702 -4.0515 -1.7736 5.1871 -2.7092 -1.7639
O 4.6420 -4.0140 -0.2742 -0.1830 1.2735 -3.2293
C 3.4042 -3.4210 -2.6662 0.4267 -0.6250 1.3368
C 3.3149 -1.8283 -2.2770 1.2922 0.6134 -0.7090
C 2.4100 -0.9351 -3.3640 1.2258 -2.0340 -0.2703
N 1.6401 0.1470 -2.6199 -0.4325 4.0207 1.5551
C 2.4928 1.3683 -2.2117 -2.2990 0.2295 0.4367
C 4.1357 1.4616 -2.5134 6.5197 -0.0108 -2.0011
O 4.4637 1.8641 -3.7680 -2.9865 -2.1408 6.6546
O 5.1745 1.1308 -1.5253 -7.0177 1.6860 -4.4757
C 1.8850 2.6804 -1.4072 -3.6404 -1.1751 -1.3714
C 2.8587 3.9721 -0.9895 0.7796 -2.3249 0.7734
O 3.2510 4.7621 -2.1667 -4.2391 2.2522 0.1275
C 2.1912 5.6828 -2.6053 0.8582 0.8915 -1.5994
F 1.1018 5.0149 -3.4025 3.5551 1.8012 3.9229
F 1.6206 6.5397 -1.5406 1.6780 -3.1073 -3.5633
F 2.8496 6.6280 -3.5832 -1.8059 -3.1427 3.8663
C 0.2874 2.7135 -1.0547 2.3343 -3.4244 -2.9306
I -0.6402 4.4386 0.0029 1.0758 -2.1645 -1.1694
C -0.5824 1.3594 -1.5125 3.6219 0.0753 -1.6334
P -2.4589 1.4517 -1.0758 -0.8477 -1.4189 1.8334
S -2.7893 0.7947 0.7309 0.3867 0.0353 -0.3388
C 0.1338 0.0597 -2.2853 1.3091 4.1165 1.3156
P -0.8699 -1.5155 -2.7591 -3.0327 -2.7265 1.3855
O -2.2337 -1.6949 -1.9921 4.7264 1.6439 -2.6950
O -1.0460 -1.5144 -4.5095 1.1267 1.1128 3.3423
O 0.1165 -2.9154 -2.2812 -2.3101 2.5901 -0.4285
H 4.5462 -3.0686 0.0439 -0.1998 -1.4390 -0.8163
H 2.4652 -4.0573 -2.3535 1.7196 1.5295 -0.4968
H 3.5956 -3.6398 -3.8023 -0.0135 0.6224 2.3361
H 3.0055 -1.6135 -1.1644 0.2817 -0.6277 -2.3259
H 4.4221 -1.3994 -2.3930 -2.3405 -0.8577 0.4434
H 3.1388 -0.4983 -4.2035 -1.7853 -0.4082 2.1694
H 1.7436 -1.7166 -3.9235 0.5890 1.8817 1.2272
H 2.4328 4.5913 -0.0925 0.3874 -1.1228 -2.0414
H 3.8611 3.4649 -0.5856 -2.0493 1.1755 -1.1816
H -3.2409 0.7115 -2.0742 1.2527 0.4068 1.7104
H -2.9901 2.8112 -1.1190 1.0491 -0.8848 -0.6868
H -0.9753 -0.5817 -4.8792 -0.0944 -1.4013 0.7939
H -0.4016 -3.3831 -1.5345 0.6048 1.1539 -1.6133
C -0.4403 6.7928 3.6316 0.0215 0.1824 0.2660
Br 0.3254 7.0900 1.8682 -0.1506 0.2070 0.5281
Br -2.2950 6.2154 3.5275 0.4520 0.1294 -0.0893
Br 0.6395 5.5716 4.6932 -0.4055 0.3840 -0.4085
H -0.4344 7.7575 4.1495 -0.0213 -0.4177 -0.2509
C -4.1162 -4.6080 -1.8575 -0.1418 0.2526 -0.0201
Br -2.8393 -4.6446 -0.3904 -0.1948 -0.0830 -0.2876
Br -3.2473 -4.2719 -3.5652 -0.2647 -0.3410 0.3004
Br -5.2096 -6.2161 -1.9058 0.4431 0.5200 0.0120
H -4.7924 -3.7670 -1.6719 0.3724 -0.3328 -0.0656
C -0.2554 6.1479 -6.7425 0.4169 0.1752 -0.2023
Br -1.2398 7.6831 -7.4196 0.1237 -0.3621 0.1745
Br 1.1540 6.6776 -5.5108 -1.0254 0.2483 -1.5954
Br -1.4388 4.8173 -5.9593 0.2872 0.2208 -0.0991
H 0.2318 5.6760 -7.6021 -0.2819 0.1869 0.3790
C -4.5012 2.1302 -4.9379 -0.2979 0.1962 -0.5019
Br -2.8919 1.7945 -3.8978 -0.2005 0.7663 -2.6210
Br -4.6261 0.9503 -6.4795 0.0738 0.2688 0.5481
Br -6.1033 2.0550 -3.8371 0.5280 -0.0292 -0.2276
H -4.4256 3.1524 -5.3230 -0.0247 -0.4107 0.1921
C 3.0718 -5.3000 3.0204 0.1686 -0.2003 -0.1965
Br 1.7862 -4.1094 2.1754 0.2482 -0.2052 0.2366
Br 4.1654 -4.3701 4.3332 -0.3266 -0.1847 -0.2927
Br 2.2129 -6.8728 3.7773 0.1814 0.4933 -0.1817
H 3.7469 -5.6519 2.2335 -0.2922 0.2080 0.3136
C -2.3949 2.8710 5.3696 -0.0036 0.0076 -0.0381
Br -0.7856 2.5354 6.4097 -0.5740 -0.0303 -0.2260
Br -2.5198 1.6911 3.8281 0.1134 0.5152 0.5264
Br -3.9971 2.7959 6.4704 0.3447 0.0152 -0.2228
H -2.3193 3.8933 4.9845 -0.0049 -0.4780 0.2040
C 3.6597 1.8613 6.9424 0.3056 -0.0853 -0.0232
Br 2.5618 0.4993 7.7934 0.1712 0.3711 -0.2238
Br 2.5777 3.2370 6.0935 0.5015 -0.4174 0.2308
Br 4.9576 2.6201 8.1768 -0.4737 -0.1621 -0.3182
H 4.2264 1.3647 6.1479 -0.2542 0.2256 0.3507
C -7.3032 -9.9894 -1.3502 -0.1042 -0.1707 0.0531
Br -7.3181 -8.6102 -2.7221 -0.0120 -0.5029 0.2846
Br -5.7743 -11.1778 -1.5351 -0.3439 0.3588 0.0463
Br -7.4200 -9.2328 0.4381 0.1054 -0.1674 -0.4794
H -8.2012 -10.5981 -1.4991 0.4696 0.3533 0.0948
C -6.3926 1.0126 -10.1085 -0.2270 0.0716 0.1180
Br -7.1800 0.9139 -11.8846 0.2708 0.0104 0.4651
Br -5.5218 -0.6537 -9.6091 -0.1603 0.3976 -0.1660
Br -5.1963 2.5362 -9.9306 -0.2681 -0.3523 -0.1159
H -7.2150 1.1677 -9.4023 0.3833 -0.0795 -0.3083
C 3.5547 0.7971 1.7508 0.0677 -0.3374 0.6262
Br 2.0496 1.2708 0.6129 1.0357 -0.7650 2.0688
Br 4.3746 -0.8805 1.2053 -0.0439 0.6297 0.3735
Br 4.8580 2.2368 1.8638 -0.4223 -0.4244 -0.0853
H 3.1573 0.6455 2.7598 0.2242 0.0326 -0.3947
C 9.4014 2.0760 7.5558 0.2096 -0.0849 -0.0597
Br 8.6847 2.9348 5.9643 0.1201 -0.2052 0.4307
Br 9.8867 3.3730 8.9220 -0.1915 -0.3164 -0.3437
Br 8.1980 0.7127 8.2468 0.3493 0.3043 -0.1914
H 10.3234 1.5667 7.2566 -0.4364 0.2330 0.1387
C 1.7547 -10.2749 6.7701 -0.0343 -0.0364 0.2582
Br 0.2496 -9.8011 5.6322 0.4115 -0.0860 0.2125
Br 2.5746 -11.9524 6.2246 -0.2018 0.4566 0.0874
Br 3.0580 -8.8352 6.8831 -0.3247 -0.4152 -0.0378
H 1.3573 -10.4264 7.7791 0.1764 0.0701 -0.4798
C -6.2927 6.0616 -5.3880 -0.1198 0.2258 -0.0352
Br -4.6835 5.7260 -4.3479 -0.3978 0.1276 -0.2015
Br -6.4176 4.8817 -6.9295 0.1137 0.1700 0.3956
Br -7.8949 5.9865 -4.2872 0.4343 -0.0454 -0.2766
H -6.2171 7.0839 -5.7731 -0.0029 -0.4735 0.1813
C 4.0982 -2.3752 10.3335 -0.1875 0.0886 -0.0335
Br 5.6026 -1.2094 9.9311 -0.3445 -0.3022 0.1421
Br 3.9058 -3.7907 9.0131 0.0852 0.3534 0.3203
Br 4.1939 -3.0818 12.1435 0.0242 0.1655 -0.4830
H 3.1936 -1.7607 10.2776 0.4254 -0.2549 0.0201
C -11.7670 -9.3053 -1.7455 -0.1710 0.2374 -0.0828
Br -13.0251 -9.8448 -0.3634 0.3878 0.1090 -0.3413
Br -10.6971 -7.7772 -1.1941 -0.3440 -0.4451 -0.1012
Br -10.6577 -10.7909 -2.3343 -0.4026 0.2574 0.1013
H -12.3588 -8.9861 -2.6097 0.2908 -0.1844 0.3831
C 8.8996 -0.1549 -0.9002 -0.3079 0.2295 -0.0215
Br 10.1765 -0.1916 0.5670 -0.2624 -0.0427 -0.3436
Br 9.7685 0.1811 -2.6079 -0.1994 -0.1509 0.4703
Br 7.8062 -1.7631 -0.9484 0.3345 0.2895 -0.0212
H 8.2234 0.6861 -0.7146 0.2436 -0.3779 -0.1277
C -5.2004 9.3732 4.6907 -0.1554 0.1580 0.0461
Br -3.9235 9.3365 6.1579 -0.2776 -0.0494 -0.3978
Br -4.3315 9.7092 2.9830 -0.1822 -0.1133 0.4162
Br -6.2938 7.7650 4.6425 0.3562 0.3633 -0.0037
H -5.8766 10.2142 4.8763 0.3217 -0.3908 -0.0871
```
Positions in Å, forces in eV/Å.

Results
Net charge ... 0
DFT total energy ... -3666241.027 eV

Atom charges from the Löwdin analysis, given in e for atoms 1 to 2: -0.023, -0.261

=====

No. 3
Computed, not measured: a 2-piece molecular cluster, C14H34BNOS overall, with ωB97M-V with the def2-TZVPD basis set.

Geometry as XYZ:
```
52
Properties=species:S:1:pos:R:3:forces:R:3
O 4.3055 0.5685 3.0947 0.2117 0.1665 0.9676
C 3.2014 1.3745 3.5897 -0.5817 -0.5796 -1.5401
C 1.9232 1.0673 2.7777 -0.1965 0.4185 0.9868
B 0.7056 2.1986 2.9948 -0.1138 -1.0658 -0.2412
C -0.6683 1.3433 3.3298 -0.1095 1.0716 -0.2883
C -1.9911 2.1558 3.2227 0.2908 -1.2416 0.0695
C -3.1911 1.1901 3.5304 0.6932 0.4190 -0.7207
S -4.2645 0.8971 2.0435 0.1477 -0.1092 0.0854
H 4.2371 0.6587 2.1531 0.0522 -0.0555 -0.6809
H 3.0552 1.0822 4.6313 0.0652 0.3042 -0.0620
H 3.4468 2.4391 3.4829 0.0543 -0.1519 0.3108
H 1.5597 0.0824 3.1352 0.1687 0.1275 -0.3708
H 2.1010 1.0111 1.6848 0.4132 -0.1257 0.3259
H 0.5409 2.7794 1.9326 -0.0933 0.3016 -0.3298
H 0.9907 3.0001 3.8512 0.0118 0.2351 0.3759
H -0.5819 0.8740 4.3268 -0.1577 -0.0776 -0.2936
H -0.7416 0.5520 2.5471 -0.0351 -0.0330 0.4412
H -2.0459 2.5305 2.1926 -0.1702 -0.0208 0.2211
H -2.0032 3.0388 3.8722 0.0401 -0.2488 0.0658
H -3.7838 1.5638 4.3707 -0.3913 -0.1435 -0.4394
H -2.8061 0.2032 3.8000 -0.0425 0.2412 0.1066
H -3.3215 0.3577 1.2048 -0.2900 0.3563 0.6962
C 0.6737 -1.9530 0.3879 0.0678 0.1339 0.0991
C -0.7544 -1.5524 0.0304 0.1122 -0.1006 0.2677
C -1.2849 -1.9585 -1.3359 -0.0454 0.2100 0.3228
N -0.6472 -1.3076 -2.5539 -0.4423 -0.3060 -0.2910
C 0.7405 -1.8620 -2.7946 0.3759 0.2443 0.0434
C 1.5177 -1.1012 -3.8580 -0.0336 0.0304 -0.1647
C 1.5373 0.3882 -3.5531 0.0440 0.0279 -0.0699
C 0.1120 0.9103 -3.4925 0.0491 0.0386 -0.0699
C -0.6667 0.1990 -2.3988 0.2805 0.1406 -0.0851
C -1.5136 -1.6997 -3.7209 0.2601 0.2199 0.2147
H 1.3931 -1.2268 0.0066 0.1241 -0.0950 0.0889
H 0.7939 -1.9564 1.4704 0.0062 0.0933 -0.0315
H 0.9263 -2.9521 0.0241 0.0019 0.0186 -0.0201
H -0.8928 -0.4836 0.2035 -0.0573 -0.0524 0.0724
H -1.4139 -2.0395 0.7543 -0.1640 0.0215 -0.1731
H -2.3402 -1.6839 -1.3799 0.0146 -0.0151 -0.1118
H -1.2128 -3.0375 -1.4811 0.1092 0.0187 -0.0978
H 1.2901 -1.7928 -1.8623 -0.1678 -0.0223 0.0396
H 0.6273 -2.9141 -3.0534 -0.1188 0.0045 0.0722
H 2.5387 -1.4855 -3.8812 -0.0851 -0.1630 0.0706
H 1.0988 -1.2788 -4.8528 0.0293 0.0237 0.0043
H 2.1095 0.9247 -4.3100 -0.0165 -0.0222 0.0035
H 2.0347 0.5636 -2.5936 -0.0053 0.0129 -0.0145
H -0.3752 0.7907 -4.4642 -0.0010 0.0230 0.0066
H 0.1153 1.9800 -3.2792 -0.1478 -0.0491 0.1182
H -1.7122 0.5056 -2.3923 -0.0232 -0.1071 0.1429
H -0.2200 0.4334 -1.4342 -0.0278 -0.0589 -0.0110
H -2.5119 -1.3066 -3.5488 -0.0079 -0.0215 -0.0583
H -1.5342 -2.7851 -3.7718 -0.0446 0.0051 -0.0352
H -1.0969 -1.2866 -4.6331 -0.0536 -0.0421 -0.0189
```
Positions in Å, forces in eV/Å.

Results
Net charge ... 0
DFT total energy ... -30115.267 eV

Atom charges from the natural (NBO) analysis, given in e for atoms 1 to 2: -0.752, -0.056

=====

No. 4
Computed, not measured: an isolated ion of composition C8H15N2 and charge +1, with ωB97M-V with the def2-TZVPD basis set.

Geometry as XYZ:
```
25
Properties=species:S:1:pos:R:3:forces:R:3
C -2.9340 0.5078 -0.6714 -0.0906 -0.9993 0.7812
C -1.4600 0.3812 -0.4660 1.8915 1.8327 0.0299
C -0.7826 -0.7676 -0.4493 2.5260 -0.4913 -0.0014
C 0.9057 -0.7902 -0.3419 -4.6878 0.8774 -0.2196
C 1.3611 -2.0105 0.4351 0.1839 -1.4548 -2.5046
N 1.3025 -0.8287 -1.7249 2.0438 0.7820 0.0891
C 1.1709 0.5140 0.5144 2.3292 -4.1590 -0.4994
N 0.5078 0.3786 1.8439 -1.8487 0.3283 0.4131
C 0.6582 1.7361 0.0487 0.0389 4.2375 -1.7301
C -0.6106 1.7037 -0.3738 -1.4082 0.3904 -0.4850
H -3.4509 0.0560 0.2345 0.1804 1.0308 -1.2146
H -3.1660 -0.0946 -1.5291 -0.4137 -0.5905 -0.3101
H -3.2313 1.5012 -0.9808 -0.2068 0.2996 0.6536
H -1.2222 -1.7548 -0.6221 -0.0610 0.3856 0.0769
H 2.1597 -1.7087 1.0381 1.2290 0.0731 1.4809
H 1.8140 -2.8106 -0.2768 -1.0260 1.3974 1.1141
H 0.5322 -2.4612 0.9621 0.0812 -0.1842 0.4255
H 2.3237 -0.6070 -1.8115 -1.0995 -0.5225 -0.0654
H 0.8212 -0.1622 -2.3208 -0.1051 0.0313 0.2762
H 2.2411 0.5243 0.6695 0.3462 0.2044 0.4055
H -0.5193 0.1724 1.7183 1.0259 -0.2282 -0.3234
H 0.4809 1.3702 2.0350 0.0684 0.2705 1.6122
H 0.8476 -0.2080 2.5884 0.6608 -0.2457 0.2295
H 1.3696 2.6990 0.1531 -2.0996 -2.1196 -0.4906
H -1.1193 2.6597 -0.6726 0.4418 -1.1458 0.2562
```
Positions in Å, forces in eV/Å.

Results
Net charge ... +1
SMILES string ... CC1=C[C@@](C)(N)[C@H]([NH3+])C=C1
DFT total energy ... -11510.743 eV
Relative energy (zero: lowest compared OMol25 entry of this formula, charge and spin) ... 216.2 kJ/mol

Atom charges from the natural (NBO) analysis, given in e for atoms 1 to 2: -0.657, -0.063

=====

What HOMO level values result from the calculations? In sequence: -4.79; -8.89; -6.97; -13.20 eV.
What HOMO-LUMO gap values result from the calculations? In sequence: 7.75; 6.18; 6.36; 9.50 eV.